Record 1
Density functional theory data (ωB97M-V with the def2-TZVPD basis set) for C9H19N5O3S as an isolated structure at a distorted geometry.

Cartesian coordinates (Å):
C (0.1368, 0.3867, -0.0944)
C (-1.3323, 0.3645, 0.4003)
C (0.7561, -1.0536, 0.2182)
C (2.0853, -1.3869, -0.7130)
C (3.2382, -1.3931, 0.3579)
C (4.7669, 0.3317, -0.5841)
C (-3.6451, -0.3356, 0.2852)
C (-4.5519, -1.3174, -0.3670)
C (-4.3804, 1.0074, 0.4273)
H (0.7613, 2.3009, 0.4117)
H (-0.0769, 1.2556, 1.7377)
H (0.3048, 0.8108, -1.2144)
H (-0.2741, -1.8146, 0.1106)
H (1.0218, -0.9940, 1.3661)
H (2.4198, -0.5802, -1.4340)
H (1.9415, -2.2434, -1.1909)
H (3.5532, -2.3939, 0.7940)
H (2.8976, -0.6985, 1.0960)
H (5.0068, -1.6670, -0.7774)
H (5.5389, 1.3368, -1.9188)
H (3.3546, 1.6147, 0.8270)
H (4.3620, 2.4993, 0.1048)
H (-2.2666, -0.8205, -1.1699)
H (-3.6167, -0.5007, 1.3639)
H (-3.3763, 1.5689, 0.8709)
H (-5.2829, 0.9911, 1.1223)
H (-3.6537, 3.2367, -0.9388)
H (-5.6955, -1.7032, 1.1976)
N (0.9593, 1.1941, 0.8824)
N (4.5428, -0.9040, -0.0758)
N (5.7024, 0.5053, -1.4085)
N (3.8012, 1.5140, -0.3457)
N (-2.3947, -0.1921, -0.3142)
O (-1.5490, 0.8135, 1.5881)
O (-4.3030, -1.7735, -1.4939)
O (-5.7548, -1.7384, 0.1235)
S (-4.9973, 1.7789, -1.2450)

Atoms 1-6, force components in eV/Å:
1.9 -0.1 -0.4
-1.6 0.1 1.6
-2.5 -0.9 -1.0
0.1 4.4 4.0
1.0 -0.8 -0.3
-1.1 2.9 -0.1

The calculation puts the gap between HOMO and LUMO at 7.2 eV. The calculation puts the energy relative to the best compared isomer or geometry (same formula, charge and spin) at 1020.1 kJ/mol. As for the multiplicity: 1.

Löwdin population analysis, charges in e, atoms 1 to 5: atom 1 (C): -0.377, atom 2 (C): -0.345, atom 3 (C): -0.135, atom 4 (C): -0.113, atom 5 (C): -0.230

---

Record 2
Density functional theory data (ωB97M-V with the def2-TZVPD basis set) for one molecule with the formula H3PSSi at a distorted geometry.

Cartesian coordinates (Å):
Si (0.7062, -0.0992, 0.0518)
P (-1.2910, -1.0168, -0.6035)
S (-2.6400, 0.7287, 0.3001)
H (1.6463, -0.8655, 0.9062)
H (1.4178, 0.1006, -1.2497)
H (0.1607, 1.1523, 0.5950)

Force components x, y, z for each atom (eV/Å):
-0.2 0.4 -0.5
-2.9 3.4 2.0
3.0 -3.9 -2.0
-0.3 -0.1 0.1
-0.1 0.0 0.2
0.6 0.1 0.2

The calculation puts the gap between HOMO and LUMO (spin up / spin down) at 6.3 / 6.3 eV. The calculation puts the energy relative to the best compared isomer or geometry (same formula, charge and spin) at 152.4 kJ/mol. As for the multiplicity: 1.

Löwdin population analysis, charges in e, atoms 1 to 5: atom 1 (Si): 0.257, atom 2 (P): 0.267, atom 3 (S): -0.126, atom 4 (H): -0.122, atom 5 (H): -0.120

---

Record 3
Density functional theory data (ωB97M-V with the def2-TZVPD basis set) for C21H67AsF6O12 as an isolated structure at a distorted geometry.

Cartesian coordinates (Å):
O (-0.0828, 3.4494, 1.9656)
H (-0.0657, 4.0742, 1.1378)
H (-0.9873, 3.3382, 2.3383)
H (0.5418, 3.6968, 2.6645)
As (-0.7571, 0.5189, -0.0297)
F (-1.7782, 1.6640, 0.7518)
F (-0.6621, 1.5742, -1.4095)
F (0.3097, -0.5970, -0.8077)
F (-0.8136, -0.4973, 1.3731)
F (-2.1637, -0.2323, -0.6533)
F (0.6468, 1.2785, 0.6252)
C (1.2258, 4.0132, -1.3867)
C (0.6272, 5.3772, -1.0678)
C (-0.3515, 5.8318, -2.1307)
O (-0.0726, 5.2666, 0.2177)
H (1.4522, 3.9866, -2.4526)
H (0.5461, 3.1965, -1.1466)
H (2.1696, 3.9032, -0.8526)
H (1.4537, 6.0856, -0.9706)
H (-0.9391, 6.7016, -1.8358)
H (-1.0439, 5.0285, -2.3991)
H (0.2093, 6.0487, -3.0428)
H (-0.2783, 6.1669, 0.4933)
C (-5.0640, -1.9128, -0.8231)
C (-5.5461, -3.0026, -1.7611)
C (-4.5369, -3.3392, -2.8595)
O (-5.9188, -4.1687, -1.0319)
H (-5.7930, -1.8074, -0.0162)
H (-4.8221, -0.9713, -1.3146)
H (-4.1413, -2.1849, -0.2889)
H (-6.4324, -2.6324, -2.2842)
H (-4.1905, -2.4340, -3.3600)
H (-4.9979, -3.9676, -3.6233)
H (-3.6759, -3.8818, -2.4586)
H (-5.1842, -4.4210, -0.4626)
C (0.2713, -2.6602, 3.4654)
C (1.7074, -3.1238, 3.6072)
C (1.8994, -4.4656, 2.9162)
O (2.6039, -2.1366, 3.0878)
H (-0.3871, -3.3046, 4.0576)
H (-0.0556, -2.7011, 2.4224)
H (0.1076, -1.6334, 3.7977)
H (1.9855, -3.2546, 4.6548)
H (1.2334, -5.2070, 3.3788)
H (2.9167, -4.8323, 3.0538)
H (1.6093, -4.4683, 1.8639)
H (2.4368, -2.0715, 2.1279)
C (4.3413, -3.2065, 0.2297)
C (3.4158, -2.2795, -0.5112)
C (2.9833, -2.8708, -1.8482)
O (2.2415, -2.0592, 0.3092)
H (3.8993, -4.1895, 0.3898)
H (4.7069, -2.8042, 1.1743)
H (5.2393, -3.3534, -0.3843)
H (3.9004, -1.3040, -0.6477)
H (2.8433, -3.9473, -1.7294)
H (3.7318, -2.7175, -2.6277)
H (2.0546, -2.4130, -2.1916)
H (1.5048, -1.7929, -0.2593)
C (3.5441, 0.9136, 1.9123)
C (4.7487, 1.7515, 1.5675)
C (4.4189, 2.8325, 0.5605)
O (5.2720, 2.2977, 2.7802)
H (3.7525, 0.1737, 2.6892)
H (3.0734, 0.3944, 1.0781)
H (2.7450, 1.5271, 2.3477)
H (5.4932, 1.0727, 1.1259)
H (4.1998, 2.3976, -0.4148)
H (5.3107, 3.4606, 0.4454)
H (3.6120, 3.4738, 0.9156)
H (6.1092, 2.7282, 2.5831)
C (-4.1869, -0.9226, 2.7792)
O (-2.9621, -0.2586, 3.0781)
H (-3.9976, -1.9175, 2.3477)
H (-4.7214, -1.1194, 3.7036)
H (-4.7537, -0.3810, 2.0184)
H (-2.3371, -0.4243, 2.3437)
C (-2.1042, -0.4225, -3.9612)
O (-2.0876, -0.6414, -5.3648)
H (-1.4920, -1.1819, -3.4600)
H (-1.7258, 0.5676, -3.6998)
H (-3.1112, -0.5525, -3.5791)
H (-1.1812, -0.5696, -5.6717)
C (-1.0133, -3.2909, -1.2226)
O (-1.3920, -4.6348, -1.5309)
H (-0.2603, -3.2457, -0.4308)
H (-0.6122, -2.8212, -2.1297)
H (-1.8846, -2.7008, -0.9538)
H (-0.6475, -5.0794, -1.9419)
C (-0.1285, 1.3216, 4.5655)
O (-1.3563, 1.8288, 4.0298)
H (0.3202, 2.1632, 5.1002)
H (-0.2682, 0.4931, 5.2599)
H (0.5231, 0.9759, 3.7610)
H (-1.9081, 1.0610, 3.7865)
C (-3.5890, 3.2034, -1.4949)
O (-2.7588, 3.1557, -2.6241)
H (-4.1952, 2.2980, -1.3491)
H (-3.0221, 3.3262, -0.5675)
H (-4.3245, 4.0077, -1.5522)
H (-1.9678, 2.6630, -2.3757)
C (2.1830, 1.1293, -2.8312)
O (3.4688, 1.2108, -3.4453)
H (1.4267, 1.6876, -3.4011)
H (1.8121, 0.1113, -2.9382)
H (2.1952, 1.4417, -1.7864)
H (3.7069, 2.1410, -3.4868)

Atoms 1-6, force components in eV/Å:
-0.4 0.1 0.1
0.1 0.6 0.1
0.2 -0.7 0.2
0.0 0.0 0.0
0.3 -0.1 0.3
-0.2 0.6 0.4

The calculation puts the gap between HOMO and LUMO at 8.6 eV. As for the multiplicity: 1.

Löwdin population analysis, charges in e, atoms 1 to 5: atom 1 (O): 0.210, atom 2 (H): 0.100, atom 3 (H): 0.148, atom 4 (H): 0.165, atom 5 (As): 0.732

---

no.,E (hartree)
1,-1251.6879
2,-1030.7199
3,-4578.1535